Here is a single C4H4O3 molecule from the OMol25 dataset. Energies are from wB97M-V/def2-TZVPD.

ORCA input file:
```
! RIJCOSX wB97M-V def2-TZVPD def2/J DEFGRID3
* xyz 0 1
O -1.942 0.663 0.756
C -0.747 0.985 0.267
C 0.210 0.092 -0.066
C -0.008 -1.351 0.229
O -0.874 -2.023 -0.288
C 1.435 0.510 -0.755
O 1.733 1.658 -1.010
H -0.590 2.058 0.181
H 0.623 -1.794 1.022
H -2.054 -0.301 0.675
H 2.071 -0.335 -1.095
*
```

HOMO-LUMO gap (Eh): 0.367
Relative energy (zero: lowest compared OMol25 entry of this formula, charge and spin) (eV): 1.498
HOMO (eV): -9.98

=====

Here is C4H4O5Pm as an isolated structure at a distorted geometry from the OMol25 dataset. Energies are from wB97M-V/def2-TZVPD.

ORCA input file:
```
! RIJCOSX wB97M-V def2-TZVPD def2/J DEFGRID3
* xyz 0 6
O -2.565 -0.783 -0.135
C -2.965 0.488 -0.049
C -1.130 -0.819 0.105
O -4.127 0.824 -0.052
O -1.938 1.314 0.047
C -0.677 0.582 -0.234
H -0.685 -1.594 -0.531
H -1.000 -1.098 1.163
H -0.575 0.646 -1.334
O 3.136 -0.522 0.867
C 3.923 -0.039 -0.101
O 3.367 0.884 -0.737
H 3.615 -1.414 0.116
Pm 1.622 1.530 0.875
*
```

HOMO-LUMO gap (alpha / beta) (Eh): 0.234 / 0.259
HOMO (alpha / beta) (eV): -7.72 / -8.43

=====

Here is a 2-piece molecular cluster, C4H4O5S overall at a distorted geometry from the OMol25 dataset. Energies are from wB97M-V/def2-TZVPD.

ORCA input file:
```
! RIJCOSX wB97M-V def2-TZVPD def2/J DEFGRID3
* xyz -2 1
C 1.283 -0.571 -0.226
C 0.902 0.678 -0.249
C 1.675 1.921 -0.589
C 0.402 -1.742 0.114
O 2.307 2.421 0.360
O -3.037 1.863 0.958
O 1.663 2.253 -1.788
O -2.439 -0.466 1.559
O -3.168 0.059 -0.741
S -2.459 0.571 0.477
H 2.318 -0.862 -0.465
H 0.310 -2.410 -0.748
H -0.588 -1.398 0.398
H 0.831 -2.318 0.941
*
```

HOMO-LUMO gap (alpha / beta) (Eh): 0.274 / 0.260
Relative energy (zero: lowest compared OMol25 entry of this formula, charge and spin) (eV): 2.003
HOMO (alpha / beta) (eV): -1.23 / -1.17

=====

Here is C4H4O5Sr as an isolated structure at a distorted geometry from the OMol25 dataset. Energies are from wB97M-V/def2-TZVPD.

ORCA input file:
```
! RIJCOSX wB97M-V def2-TZVPD def2/J DEFGRID3
* xyz 0 1
O 1.161 -0.936 0.610
C 2.090 -0.305 -0.239
O 3.134 -0.849 -0.524
O 1.614 0.825 -0.587
C 0.702 -2.266 0.300
H 0.998 -2.505 -0.731
H 1.163 -2.988 0.987
C -0.824 -2.225 0.434
H -1.074 -2.222 1.514
H -1.210 -3.177 0.022
O -3.781 2.729 -0.215
O -1.369 -1.123 -0.218
C -2.829 2.169 -0.008
Sr -0.416 0.755 -0.069
*
```

HOMO-LUMO gap (Eh): 0.302
Relative energy (zero: lowest compared OMol25 entry of this formula, charge and spin) (eV): 0.000
HOMO (eV): -8.92

=====

Here is C4H4O6Pr as an isolated structure at a distorted geometry from the OMol25 dataset. Energies are from wB97M-V/def2-TZVPD.

ORCA input file:
```
! RIJCOSX wB97M-V def2-TZVPD def2/J DEFGRID3
* xyz 2 4
O 1.861 -1.081 -0.961
C 0.808 -1.466 -0.430
C -0.190 -0.497 0.129
O -1.496 -0.871 -0.232
H -0.001 -0.905 1.199
H 0.467 -2.492 -0.647
H 0.019 0.465 -0.370
C -2.382 0.105 -0.481
O -2.253 0.980 -1.292
O -3.456 -0.037 0.271
H -3.466 -0.895 0.717
O 2.839 2.176 0.062
C 2.033 2.472 0.980
O 1.222 1.809 1.601
Pr 3.993 0.239 -0.547
*
```

HOMO-LUMO gap (alpha / beta) (Eh): 0.211 / 0.218
Relative energy (zero: lowest compared OMol25 entry of this formula, charge and spin) (eV): 0.699
HOMO (alpha / beta) (eV): -16.61 / -16.77

=====

Here is C4H4OPm as an isolated structure at a distorted geometry from the OMol25 dataset. Energies are from wB97M-V/def2-TZVPD.

ORCA input file:
```
! RIJCOSX wB97M-V def2-TZVPD def2/J DEFGRID3
* xyz 4 6
H 0.170 -0.659 -1.225
C -2.677 0.323 0.004
C -1.449 0.336 -0.185
C -0.068 0.312 -0.435
C 0.775 -0.657 0.338
O 2.002 -0.503 0.434
H -3.759 0.286 0.090
H 0.383 1.298 -0.643
H 0.281 -1.309 1.086
Pm 4.341 0.574 0.536
*
```

HOMO-LUMO gap (alpha / beta) (Eh): 0.167 / 0.284
Relative energy (zero: lowest compared OMol25 entry of this formula, charge and spin) (eV): 0.000
HOMO (alpha / beta) (eV): -27.44 / -27.68

=====

Here is a single C4H4OS2 molecule at a distorted geometry from the OMol25 dataset. Energies are from wB97M-V/def2-TZVPD.

ORCA input file:
```
! RIJCOSX wB97M-V def2-TZVPD def2/J DEFGRID3
* xyz 0 1
C 1.356 0.266 0.124
C 0.202 0.957 0.357
C 1.530 -0.770 -0.906
C -1.001 0.990 -0.208
O 0.685 -1.500 -1.371
S -3.268 -0.735 0.919
S -2.535 0.778 -0.431
H 2.299 0.554 0.691
H 0.226 1.560 1.250
H 2.580 -0.809 -1.228
H -2.073 -1.292 0.803
*
```

HOMO-LUMO gap (alpha / beta) (Eh): 0.272 / 0.272
Relative energy (zero: lowest compared OMol25 entry of this formula, charge and spin) (eV): 2.874
HOMO (alpha / beta) (eV): -8.13 / -8.13

=====

Here is a single C4H4OS2 molecule at a distorted geometry from the OMol25 dataset. Energies are from wB97M-V/def2-TZVPD.

ORCA input file:
```
! RIJCOSX wB97M-V def2-TZVPD def2/J DEFGRID3
* xyz 0 1
C -1.210 0.288 0.960
C 0.172 0.733 1.131
C -1.207 -0.407 -0.205
C 0.891 0.387 0.001
O -0.130 -0.386 -0.945
S 3.722 -0.375 0.877
S 2.569 0.698 -0.487
H -2.000 0.719 1.446
H 0.462 1.337 1.902
H -2.004 -1.123 -0.626
H 3.950 -1.498 0.191
*
```

HOMO-LUMO gap (Eh): 0.321
Relative energy (zero: lowest compared OMol25 entry of this formula, charge and spin) (eV): 1.384
HOMO (eV): -8.64

=====

Here is C4H4OS2 as an isolated structure from the OMol25 dataset. Energies are from wB97M-V/def2-TZVPD.

ORCA input file:
```
! RIJCOSX wB97M-V def2-TZVPD def2/J DEFGRID3
* xyz 0 1
C 0.519 1.616 -0.285
C 0.216 0.243 -0.863
C -0.005 -1.277 0.846
C -0.849 -0.460 -0.074
H 1.321 2.195 -0.804
H 0.069 0.251 -1.930
H 0.011 -0.868 1.870
H -0.308 -2.294 0.969
O -0.007 2.008 0.726
S 1.461 -1.040 -0.220
S -2.428 -0.375 -0.235
*
```

HOMO-LUMO gap (Eh): 0.318
Relative energy (zero: lowest compared OMol25 entry of this formula, charge and spin) (eV): 1.094
HOMO (eV): -9.10

=====

Here is a single C4H4OS2 molecule at a distorted geometry from the OMol25 dataset. Energies are from wB97M-V/def2-TZVPD.

ORCA input file:
```
! RIJCOSX wB97M-V def2-TZVPD def2/J DEFGRID3
* xyz 0 1
C 1.890 -0.247 -0.056
C -0.403 1.111 0.551
C -1.344 0.034 -0.147
C -0.782 -1.208 -0.357
H -0.921 2.077 0.704
H -0.047 0.640 1.472
H -2.151 0.324 -0.927
H -1.411 -1.902 -1.106
O 3.017 -0.545 -0.119
S 1.286 1.489 -0.217
S 0.865 -1.774 0.201
*
```

HOMO-LUMO gap (Eh): 0.356
Relative energy (zero: lowest compared OMol25 entry of this formula, charge and spin) (eV): 1.117
HOMO (eV): -9.28

=====

Here is C4H4OYb as an isolated structure at a distorted geometry from the OMol25 dataset. Energies are from wB97M-V/def2-TZVPD.

ORCA input file:
```
! RIJCOSX wB97M-V def2-TZVPD def2/J DEFGRID3
* xyz 1 2
C -0.376 0.684 -0.213
C 0.091 1.218 -1.380
O 0.574 0.486 -2.385
Yb 0.332 -1.496 -1.767
H -0.840 1.391 0.490
H -0.051 2.288 -1.610
C 0.232 -1.098 1.853
C 0.137 -0.855 0.565
H 0.062 -0.457 2.726
H -0.161 -2.160 1.722
*
```

HOMO-LUMO gap (alpha / beta) (Eh): 0.283 / 0.245
Relative energy (zero: lowest compared OMol25 entry of this formula, charge and spin) (eV): 0.000
HOMO (alpha / beta) (eV): -12.71 / -12.80

=====

Here is a single C4H4P2 molecule at a distorted geometry from the OMol25 dataset. Energies are from wB97M-V/def2-TZVPD.

ORCA input file:
```
! RIJCOSX wB97M-V def2-TZVPD def2/J DEFGRID3
* xyz 0 1
C 1.141 -1.393 -0.098
C 0.131 -0.317 -0.010
C 0.324 0.973 -0.745
C 0.530 0.908 0.715
P 2.797 -0.835 0.095
P 2.144 1.262 -0.036
H 1.049 -2.520 -0.244
H -0.904 -0.538 -0.082
H -0.317 1.734 -1.262
H 0.037 1.515 1.507
*
```

HOMO-LUMO gap (Eh): 0.309
Relative energy (zero: lowest compared OMol25 entry of this formula, charge and spin) (eV): 0.160
HOMO (eV): -8.58